# 1
Entry from the Open Molecules 2025 dataset: C9H7AuN2O5S as an isolated structure at a distorted geometry (ωB97M-V/def2-TZVPD).

## Properties
- Relative energy (zero: lowest compared OMol25 entry of this formula, charge and spin): 3.5431 eV
- Spin multiplicity: 3
- Highest occupied orbital energy (alpha / beta): -14.1 / -16.7 eV
- Kohn-Sham gap (alpha / beta): 6.009 / 7.802 eV
- LUMO (alpha / beta): -8.10 / -8.90 eV
- Net charge: +2

Cartesian coordinates (Å):
1 O 1.674 2.238 -1.225
2 C 1.062 1.409 -0.759
3 Au 0.006 -0.041 -0.039
4 O 1.066 0.585 2.795
5 C 0.664 0.373 1.756
6 C -1.097 -1.444 0.643
7 O -1.756 -2.286 1.025
8 C -0.781 -0.444 -1.985
9 O -1.620 -1.234 -2.183
10 C -1.520 1.168 0.060
11 O -2.403 1.884 0.103
12 H -0.286 0.166 -2.776
13 C 4.160 -0.205 1.264
14 N 3.281 -1.326 1.758
15 C 3.378 -1.968 2.999
16 C 2.426 -2.902 3.052
17 N 1.707 -2.862 1.840
18 C 2.263 -1.883 1.077
19 S 1.812 -1.516 -0.489
20 H 4.669 -0.532 0.357
21 H 3.546 0.669 1.064
22 H 4.899 0.032 2.037
23 H 4.110 -1.696 3.708
24 H 2.191 -3.578 3.809
25 H 0.920 -3.468 1.575



# 2
Entry from the Open Molecules 2025 dataset: C14H18BMgN7O2 as an isolated structure at a distorted geometry (ωB97M-V/def2-TZVPD).

## Properties
- Relative energy (zero: lowest compared OMol25 entry of this formula, charge and spin): 0.0000 eV
- Highest occupied orbital energy: -8.8 eV
- Kohn-Sham gap: 9.150 eV
- LUMO: 0.38 eV
- Net charge: 0

Cartesian coordinates (Å):
1 H -2.319 -2.344 0.062
2 N -0.832 -1.202 -0.917
3 B 0.725 -0.185 -2.660
4 N -0.542 -0.997 -2.262
5 C -1.422 -1.662 -3.029
6 Mg 0.429 -0.243 0.684
7 H -1.336 -1.617 -4.107
8 C -2.316 -2.319 -2.190
9 H -3.149 -2.936 -2.471
10 C -1.900 -2.010 -0.879
11 H 0.896 -0.175 -3.841
12 C 1.777 0.026 2.383
13 H 1.622 0.020 3.470
14 H 1.429 1.003 2.016
15 H 2.852 -0.072 2.190
16 N 1.893 -0.877 -1.910
17 N 0.610 1.250 -2.079
18 N 1.875 -0.986 -0.511
19 N 0.450 1.430 -0.707
20 C 2.992 -1.460 -2.409
21 C 0.648 2.442 -2.699
22 H 3.151 -1.484 -3.479
23 H 0.774 2.491 -3.771
24 C 3.752 -1.947 -1.345
25 C 0.500 3.436 -1.733
26 C 3.026 -1.624 -0.184
27 C 0.364 2.753 -0.507
28 H 4.694 -2.455 -1.395
29 H 0.483 4.496 -1.882
30 H 3.292 -1.809 0.849
31 H 0.187 3.165 0.477
32 H 1.224 -0.916 1.977
33 O -1.564 -1.758 2.197
34 C -1.840 -0.576 2.442
35 C -2.931 -0.082 3.399
36 C -2.775 1.425 3.387
37 C -1.577 1.683 2.464
38 O -1.048 2.777 2.294
39 N -1.175 0.489 1.895
40 H -3.916 -0.393 3.032
41 H -2.767 -0.510 4.395
42 H -3.664 1.917 2.974
43 H -2.571 1.835 4.382